Record 1
Computed, not measured: a molecular structure, C51H46BrCrNP2SSi2, with the ωB97M-V functional and the def2-TZVPD basis.

Positions of all 105 atoms, in Å:
Cr (0.05502, -1.35467, -0.58312)
C (-3.30731, 0.96787, -3.05791)
Si (-1.84628, 1.09565, -1.88898)
C (-1.66656, 2.59120, -0.77071)
C (-1.93030, 3.84615, -1.31241)
C (-1.84987, 5.01100, -0.56376)
C (-1.48867, 4.90390, 0.76645)
C (-1.20737, 3.66229, 1.32160)
C (-1.27867, 2.47608, 0.58641)
P (-0.38924, 0.97444, 1.37733)
C (-0.32591, 1.64776, 3.10080)
C (0.86010, 2.16474, 3.60613)
C (0.92266, 2.69258, 4.89085)
C (-0.21041, 2.71479, 5.68826)
C (-1.41184, 2.22893, 5.18378)
C (-1.46903, 1.71243, 3.89984)
C (-1.24238, -0.82378, 1.89121)
C (0.14204, -2.98136, 0.92862)
C (-0.50089, -4.30227, 0.82101)
C (-1.83781, -4.22199, 0.73831)
C (-3.33256, -2.07194, 1.44899)
C (-2.72918, -0.66309, 1.56489)
C (-0.37769, 1.27892, -3.13907)
C (-0.77748, 2.00968, -4.27184)
C (0.08428, 2.32921, -5.30809)
C (1.40230, 1.91321, -5.25650)
C (1.84287, 1.22470, -4.14129)
C (0.98298, 0.92636, -3.08674)
P (1.63464, 0.13738, -1.57578)
C (2.29685, 1.59289, -0.67574)
C (1.74973, 2.86176, -0.82693)
C (2.18464, 3.91452, -0.03136)
C (3.18261, 3.71384, 0.90894)
C (3.75579, 2.45418, 1.04571)
C (3.31216, 1.40393, 0.26047)
C (3.21047, -0.68429, -2.04229)
C (3.27032, -2.07140, -1.97228)
C (4.44334, -2.74579, -2.28893)
C (5.57316, -2.03700, -2.66318)
C (5.53504, -0.64803, -2.70533)
C (4.36412, 0.02138, -2.38961)
H (-3.80470, 1.92992, -3.20044)
H (-4.04002, 0.30056, -2.61242)
H (-3.00003, 0.57802, -4.02861)
H (-2.21948, 3.91412, -2.35694)
H (-2.07465, 5.97333, -1.00646)
H (-1.41753, 5.78593, 1.39194)
H (-0.90806, 3.65220, 2.36018)
H (1.74620, 2.16241, 2.98366)
H (1.86032, 3.08558, 5.26451)
H (-0.16265, 3.11264, 6.69390)
H (-2.30841, 2.25714, 5.79028)
H (-2.41888, 1.37608, 3.50621)
H (1.06632, -2.92003, 1.49195)
H (0.06264, -5.22809, 0.80273)
H (-2.51802, -5.04810, 0.58336)
H (-4.25510, -2.01176, 0.86670)
H (-3.28500, -0.06525, 2.28331)
H (-1.80493, 2.32976, -4.36322)
H (-0.28376, 2.88385, -6.16257)
H (2.08369, 2.12453, -6.07096)
H (2.87367, 0.90371, -4.10171)
H (0.95566, 3.03487, -1.54342)
H (1.72315, 4.88730, -0.14225)
H (3.51492, 4.53309, 1.53408)
H (4.54046, 2.28666, 1.77279)
H (3.76545, 0.42544, 0.37353)
H (2.39363, -2.62111, -1.64980)
H (4.46861, -3.82668, -2.23298)
H (6.48917, -2.56076, -2.90615)
H (6.41980, -0.08609, -2.97656)
H (4.35214, 1.10491, -2.39591)
Br (1.93859, -0.71875, 2.59956)
C (0.46832, -1.09282, 3.76002)
C (0.85502, -1.28413, 5.07878)
C (-0.09256, -1.63489, 6.01946)
C (-1.37763, -1.88974, 5.58216)
C (-1.76083, -1.72962, 4.24797)
C (-3.07449, -2.34705, 3.94943)
C (-3.68492, -2.60467, 2.79658)
C (-2.23132, -2.77491, 0.63569)
C (-0.93888, -2.02329, 0.98917)
C (-0.85081, -1.18264, 3.31233)
H (1.89293, -1.15655, 5.34971)
H (0.17992, -1.76083, 7.05863)
H (-2.11535, -2.26451, 6.28056)
H (-3.53511, -2.77068, 4.83606)
H (-4.58652, -3.20630, 2.85497)
H (-2.48214, -2.59301, -0.41809)
C (0.37106, -2.06888, -4.37708)
Si (-0.21126, -2.69006, -2.66928)
C (-2.05892, -3.04511, -2.97913)
C (0.55745, -4.43412, -2.62107)
H (0.20908, -2.86419, -5.11168)
H (1.43228, -1.80689, -4.39517)
H (-0.18604, -1.18687, -4.70400)
H (-2.18918, -3.43154, -3.99512)
H (-2.68047, -2.15214, -2.87244)
H (-2.43594, -3.79635, -2.28154)
H (0.16066, -5.03798, -3.44377)
H (0.32713, -4.93840, -1.68247)
H (1.64395, -4.40457, -2.73287)
S (-4.29272, 0.86038, -0.03826)
C (-2.85566, -0.00063, 0.19172)
N (-1.83586, -0.10857, -0.64738)

The calculation puts the HOMO energy (alpha / beta) at -4.1 / -3.2 eV. Its expectation value of S² is 4.042. Its multiplicity is 4. Its net charge is -1.

Atom charges from the Mulliken analysis, given in e for atoms 1 to 99:
1 Cr -0.507
2 C -1.511
3 Si -1.477
4 C -0.033
5 C -0.322
6 C -1.022
7 C -1.116
8 C -0.862
9 C 0.992
10 P 1.638
11 C 0.993
12 C -0.316
13 C -0.760
14 C -0.700
15 C -0.849
16 C -0.071
17 C 0.458
18 C 0.669
19 C -1.575
20 C -1.439
21 C 0.250
22 C -1.335
23 C 0.672
24 C -0.810
25 C -0.986
26 C -0.866
27 C -0.387
28 C 0.218
29 P 1.643
30 C 0.448
31 C -0.484
32 C -0.618
33 C -0.779
34 C -0.983
35 C -0.422
36 C 0.509
37 C -0.220
38 C -0.889
39 C -0.663
40 C -0.850
41 C -0.232
42 H 0.336
43 H 0.473
44 H 0.534
45 H 0.316
46 H 0.393
47 H 0.423
48 H 0.387
49 H 0.199
50 H 0.401
51 H 0.332
52 H 0.431
53 H 0.342
54 H 0.445
55 H 0.525
56 H 0.433
57 H 0.898
58 H 0.920
59 H 0.363
60 H 0.383
61 H 0.376
62 H 0.380
63 H 0.325
64 H 0.434
65 H 0.389
66 H 0.394
67 H 0.795
68 H -0.097
69 H 0.444
70 H 0.389
71 H 0.414
72 H 0.454
73 Br 0.009
74 C 1.218
75 C -0.691
76 C -1.092
77 C -0.956
78 C 1.361
79 C -1.010
80 C -1.717
81 C 1.303
82 C -0.099
83 C -0.550
84 H 0.449
85 H 0.382
86 H 0.377
87 H 0.298
88 H 0.324
89 H -0.362
90 C -1.358
91 Si 1.650
92 C -1.480
93 C -1.400
94 H 0.577
95 H 0.254
96 H 0.252
97 H 0.521
98 H 0.216
99 H 0.321

---

Record 2
Computed, not measured: a molecular structure, C6H18N4O4SbSe5W, with the ωB97M-V functional and the def2-TZVPD basis.

Positions of all 39 atoms, in Å:
W (0.89694, -0.07341, 1.17807)
N (1.00175, 2.37270, 0.84183)
C (0.69054, 2.58115, -0.60099)
C (-0.45647, 1.73215, -1.16898)
N (-0.37011, 0.24339, -1.08102)
C (-1.76654, -0.25653, -1.15201)
C (-1.95577, -1.69601, -0.68668)
N (-1.35437, -1.83562, 0.64337)
C (0.42756, -0.33695, -2.15766)
C (1.00763, -1.73213, -1.81822)
N (1.16990, -2.04143, -0.36537)
H (1.83050, 2.91787, 1.04684)
H (0.23493, 2.76700, 1.40609)
H (0.38593, 3.62172, -0.76329)
H (1.60147, 2.42411, -1.17081)
H (-1.36370, 2.02328, -0.64240)
H (-0.57807, 2.02100, -2.22094)
H (-2.38037, 0.35961, -0.50004)
H (-2.13763, -0.13739, -2.17801)
H (-3.03243, -1.89622, -0.67659)
H (-1.49670, -2.41399, -1.36790)
H (-1.90171, -1.28418, 1.29490)
H (-1.43682, -2.78540, 0.99014)
H (-0.17475, -0.41654, -3.07369)
H (1.25119, 0.33676, -2.37310)
H (0.38131, -2.49505, -2.27924)
H (1.98901, -1.78038, -2.28652)
H (0.65115, -2.88527, -0.15037)
H (2.13982, -2.32845, -0.21309)
Se (3.81342, -3.16095, 1.59893)
Sb (2.92520, -1.00507, 2.46213)
Se (0.28314, -1.21730, 3.19299)
Se (2.81651, 0.38290, -0.23471)
Se (4.21183, 0.62795, 3.75499)
O (-2.29136, 0.70045, 3.53953)
Se (-1.94770, 1.51581, 2.22956)
O (-3.13123, 1.54292, 1.15478)
O (-0.69491, 0.66512, 1.36985)
O (-1.23909, 2.94239, 2.45764)

The calculation puts the HOMO energy (alpha / beta) at -4.4 / -4.5 eV. The energy above the lowest of the compared OMol25 structures with the same formula, charge and spin is 6.7506 eV. Its multiplicity is 1. Its net charge is -1.

Taken from the Mulliken analysis, the atomic charges in e are:
1 W -0.300
2 N -0.312
3 C -1.116
4 C -0.673
5 N 0.769
6 C -0.753
7 C -1.076
8 N -0.165
9 C -0.910
10 C -1.173
11 N -0.223
12 H 0.281
13 H 0.167
14 H 0.548
15 H 0.441
16 H 0.491
17 H 0.466
18 H 0.339
19 H 0.493
20 H 0.557
21 H 0.281
22 H 0.165
23 H 0.238
24 H 0.428
25 H 0.605
26 H 0.421
27 H 0.367
28 H 0.244
29 H 0.204
30 Se -0.646
31 Sb 0.781
32 Se -0.407
33 Se -0.583
34 Se -0.597
35 O -0.663
36 Se 1.367
37 O -0.717
38 O 0.477
39 O -0.817

---

Record 3
Computed, not measured: C26H30ClN3O2S in the gas phase, with the ωB97M-V functional and the def2-TZVPD basis.

Positions of all 63 atoms, in Å:
C (-3.18307, 2.30832, 1.21235)
C (-1.88284, 2.83381, 1.73489)
C (-1.28293, 2.29037, 2.86405)
C (-0.08877, 2.80536, 3.34310)
C (0.52159, 3.86523, 2.69805)
C (-0.05024, 4.41527, 1.55539)
C (-1.24880, 3.89127, 1.09170)
H (-1.71498, 4.32128, 0.21578)
C (0.60901, 5.57534, 0.84014)
N (1.58665, 5.27628, -0.18893)
C (2.86488, 4.75200, 0.23535)
C (2.91260, 3.22483, 0.37574)
C (2.46375, 2.56770, -0.92874)
C (1.07490, 3.09035, -1.29997)
C (1.10751, 4.62334, -1.38515)
H (0.11305, 5.00781, -1.61951)
H (1.78286, 4.91213, -2.20090)
H (0.34583, 2.79198, -0.54550)
H (0.75751, 2.68104, -2.26132)
C (2.49639, 1.03740, -0.81912)
N (1.65390, 0.54380, 0.24521)
C (2.14682, -0.04605, 1.35128)
O (3.32263, -0.27515, 1.52791)
C (1.08699, -0.44697, 2.37195)
H (0.25809, 0.25498, 2.43123)
H (1.56177, -0.54452, 3.34794)
S (0.48156, -2.13251, 2.02218)
C (-0.48918, -1.95939, 0.56253)
C (-1.14269, -0.81839, 0.23606)
C (-1.87922, -0.66474, -0.99143)
O (-2.40830, 0.38667, -1.32367)
N (-1.95428, -1.78725, -1.80644)
C (-1.36944, -2.98248, -1.47895)
C (-1.50585, -4.10088, -2.31144)
C (-0.90193, -5.29339, -1.97568)
C (-0.14004, -5.42259, -0.81726)
C (-0.00016, -4.33162, 0.00478)
C (-0.60555, -3.10721, -0.29554)
H (0.58534, -4.40910, 0.90741)
H (0.32841, -6.36268, -0.57743)
Cl (-1.09321, -6.65250, -3.01987)
H (-2.08326, -4.04957, -3.21803)
C (-2.70537, -1.64952, -3.03674)
H (-3.05042, -0.61671, -3.08175)
H (-3.56875, -2.31567, -3.04015)
H (-2.07250, -1.85633, -3.90012)
H (-1.16816, 0.04376, 0.88415)
H (0.66963, 0.74276, 0.16588)
H (3.51060, 0.69923, -0.59516)
H (2.16982, 0.59107, -1.76513)
H (3.16372, 2.85030, -1.72418)
H (2.25464, 2.90698, 1.18581)
H (3.92824, 2.91252, 0.62423)
H (3.14183, 5.22627, 1.17895)
H (3.60046, 5.05381, -0.52158)
H (-0.16923, 6.18057, 0.36283)
H (1.11582, 6.20403, 1.57929)
H (1.43892, 4.27807, 3.09295)
H (0.36034, 2.38628, 4.23254)
H (-1.76761, 1.47700, 3.38866)
H (-3.03301, 1.80376, 0.25686)
H (-3.88164, 3.12600, 1.04505)
H (-3.62995, 1.60401, 1.91075)

The calculation puts the HOMO energy at -8.1 eV. The energy above the lowest of the compared OMol25 structures with the same formula, charge and spin is 0.0000 eV. Its multiplicity is 1. Its net charge is 0. The structure (SMILES) is Cc1cccc(CN2CCC(CNC(=O)CSc3cc(=O)n(C)c4cc(Cl)ccc34)CC2)c1.

Taken from the Mulliken analysis, the atomic charges in e are:
1 C -1.497
2 C 0.690
3 C -0.505
4 C -0.585
5 C -0.495
6 C 1.485
7 C -0.452
8 H 0.373
9 C -2.014
10 N 0.349
11 C -1.425
12 C 0.083
13 C 0.346
14 C 0.341
15 C -1.468
16 H 0.471
17 H 0.398
18 H -0.477
19 H 0.577
20 C -1.741
21 N 0.760
22 C 0.571
23 O -0.691
24 C 0.402
25 H -0.760
26 H 0.549
27 S -0.404
28 C 1.419
29 C -1.088
30 C 0.455
31 O -0.832
32 N 0.090
33 C 0.278
34 C -0.693
35 C 0.018
36 C -1.016
37 C -0.727
38 C 0.524
39 H 0.384
40 H 0.435
41 Cl -0.208
42 H 0.539
43 C -1.306
44 H 0.294
45 H 0.396
46 H 0.399
47 H 0.659
48 H -0.424
49 H 0.577
50 H 0.401
51 H 0.348
52 H -0.335
53 H 0.658
54 H 0.466
55 H 0.404
56 H 0.422
57 H 0.483
58 H 0.333
59 H 0.444
60 H 0.371
61 H 0.135
62 H 0.474
63 H 0.343

---

Record 4
Computed, not measured: a molecular structure, C4H4Cl2IrN2O4Tl, with the ωB97M-V functional and the def2-TZVPD basis.

Positions of all 18 atoms, in Å:
Ir (-0.84490, -0.60584, -3.69588)
Tl (1.27993, -0.43164, -0.60971)
Cl (-2.17028, -2.03074, -2.34942)
Cl (-1.10943, 1.15877, -2.09656)
C (1.55412, 2.23312, 0.18186)
C (-0.28971, -2.19803, -4.46480)
C (-0.13711, 0.76396, -4.75873)
O (1.61579, 3.17751, 0.81843)
O (0.10917, -3.23369, -4.83911)
O (0.35660, 1.63583, -5.35224)
N (0.00684, -1.20072, 3.63352)
C (-0.02254, -0.06571, 2.89639)
N (-0.02404, 1.10452, 3.59931)
O (-0.02292, -0.07957, 1.64001)
H (0.09562, -1.16266, 4.63747)
H (0.13499, -2.06879, 3.12994)
H (-0.23514, 1.93021, 3.05847)
H (-0.29699, 1.07345, 4.57105)

The calculation puts the HOMO energy (alpha / beta) at -25.6 / -25.1 eV. The energy above the lowest of the compared OMol25 structures with the same formula, charge and spin is 0.0000 eV. Its expectation value of S² is 6.055. Its multiplicity is 5. Its net charge is +4.

Taken from the Mulliken analysis, the atomic charges in e are:
1 Ir 0.868
2 Tl 1.034
3 Cl 0.175
4 Cl -0.049
5 C 0.113
6 C 0.478
7 C 0.539
8 O -0.021
9 O -0.131
10 O -0.116
11 N -0.105
12 C 0.640
13 N -0.104
14 O -0.546
15 H 0.294
16 H 0.307
17 H 0.312
18 H 0.314

---

no.,maximum force (eV Å⁻¹)
1,0.998
2,5.666
3,0.757
4,9.579